[1]
DFT (ωB97M-V/def2-TZVPD) results for C36H22LaN10O3 as an isolated structure.

```
72
Properties=species:S:1:pos:R:3:forces:R:3
La 0.00447 -0.10046 -0.03576 -1.542 1.859 -0.328
C 0.22824 5.99746 3.60825 -0.087 0.026 -0.051
C 1.46132 5.51443 4.05819 0.109 -0.051 0.053
C 1.95648 4.29481 3.62570 0.036 -0.041 0.054
C 1.17784 3.55449 2.74789 -0.259 0.140 -0.066
C 1.39721 2.29503 2.04141 -0.100 -0.012 -0.178
N 0.33117 2.02542 1.24927 0.247 0.649 0.283
C -0.55132 3.05777 1.33866 -0.235 0.090 -0.112
N -1.65104 3.25642 0.62875 0.114 -0.024 0.135
C -1.92540 2.62146 -0.50512 0.009 0.052 -0.155
C -3.10968 2.90872 -1.30797 0.073 -0.184 -0.137
C -4.23806 3.68474 -1.08283 -0.044 0.078 -0.003
C -5.19717 3.73635 -2.08136 0.019 0.057 0.144
C -5.02612 3.04279 -3.28427 0.022 -0.088 -0.116
C -3.89195 2.28279 -3.52012 -0.022 0.040 -0.075
C -2.93687 2.21557 -2.51598 0.011 0.044 0.232
C -1.64977 1.53494 -2.40923 -0.018 0.217 0.087
N -1.05010 0.96220 -3.44925 0.164 -0.185 -0.098
C 0.14938 0.41145 -3.40263 -0.275 0.165 -0.054
N 0.87338 0.07085 -2.30127 0.511 0.177 -0.844
C 2.10334 -0.34176 -2.69310 -0.059 0.134 0.140
N 3.12166 -0.68780 -1.91660 0.011 -0.208 0.040
C 3.19247 -0.38356 -0.62976 0.056 0.315 -0.051
N 2.39708 0.49013 0.03861 0.724 0.143 -0.070
C 2.91171 0.68897 1.28095 0.032 0.238 -0.115
N 2.51585 1.58808 2.16438 0.061 -0.204 0.096
C 4.09776 -0.15260 1.45851 0.072 -0.189 -0.180
C 4.95183 -0.35808 2.52688 0.047 0.052 0.044
C 5.98116 -1.27441 2.36217 -0.025 0.048 0.063
C 6.15149 -1.95904 1.15893 0.012 -0.044 -0.061
C 5.30009 -1.74607 0.08433 0.050 -0.006 -0.056
C 4.27192 -0.83682 0.25098 0.019 0.066 0.264
C 2.18430 -0.31765 -4.15148 -0.258 0.094 -0.168
C 3.20952 -0.59358 -5.04308 0.035 -0.061 0.011
C 2.95966 -0.40132 -6.39276 0.108 -0.046 0.042
C 1.72299 0.07223 -6.83996 -0.102 0.043 -0.031
C 0.70245 0.36701 -5.94981 -0.021 -0.017 -0.004
C 0.94499 0.15875 -4.60072 0.258 -0.156 0.068
N -1.12569 1.75196 -1.17522 -0.506 1.108 -0.744
C -0.05984 4.03794 2.30127 0.225 -0.122 0.117
C -0.54290 5.27047 2.71595 -0.030 -0.003 0.029
H -0.11807 6.96304 3.95613 -0.012 -0.011 0.004
H 2.04152 6.11030 4.75219 -0.005 0.004 -0.012
H 2.91870 3.92179 3.95279 -0.006 0.018 0.003
H -4.34538 4.23344 -0.15542 -0.047 -0.018 -0.008
H -6.09507 4.32374 -1.93298 0.007 0.001 -0.003
H -5.79860 3.10313 -4.04121 0.016 0.007 -0.007
H -3.73951 1.75702 -4.45418 -0.042 -0.010 0.011
H 4.81694 0.17940 3.45659 -0.034 -0.022 -0.002
H 6.65941 -1.47007 3.18365 0.002 0.004 -0.008
H 6.95692 -2.67758 1.06978 -0.003 0.008 -0.009
H 5.42448 -2.27698 -0.85011 -0.032 -0.012 0.010
H 4.16790 -0.94719 -4.68514 -0.004 0.004 -0.012
H 3.73746 -0.61557 -7.11547 -0.010 0.003 0.000
H 1.56591 0.21824 -7.90175 0.001 -0.006 0.006
H -0.25397 0.75137 -6.27977 0.012 -0.006 -0.022
H -1.48877 5.63838 2.33971 0.008 0.027 0.023
N -2.77846 -0.09342 0.70989 -0.040 -0.018 -0.027
C -3.31882 -0.98349 -0.34525 0.153 -0.221 0.135
C -2.52568 -2.30391 -0.27621 -0.212 0.091 -0.149
O -3.13023 -3.36141 -0.06247 -0.007 0.058 0.002
N -1.21402 -2.10879 -0.40024 -0.478 -1.331 -0.016
C -0.37340 -3.25715 -0.07372 -0.057 0.252 -0.041
C 0.90438 -2.80813 0.67022 0.168 -1.061 0.092
O 1.87238 -3.55250 0.71599 -0.107 0.134 -0.055
O 0.83863 -1.63568 1.22285 1.119 -2.117 1.809
H -2.91248 -0.56182 1.60043 0.030 0.014 0.066
H -3.31506 0.76610 0.75519 0.027 0.069 -0.020
H -3.17405 -0.50309 -1.31509 -0.023 0.022 -0.006
H -4.37778 -1.20843 -0.21149 -0.005 0.009 -0.020
H -0.08565 -3.82606 -0.96031 0.101 -0.028 0.044
H -0.91295 -3.94484 0.58477 0.040 -0.063 0.002
```
Positions in Å, forces in eV/Å.

The value obtained for the orbital gap (spin up / spin down) is 4.747 / 4.876 eV. The total energy is -59600.7572 eV. Its net charge is -1. Its HOMO energy (spin up / spin down) is -0.1423 / -0.1444 Eh.

---

[2]
DFT (ωB97M-V/def2-TZVPD) results for C36H24AsCl2GaN4O2S as an isolated structure.

```
71
Properties=species:S:1:pos:R:3:forces:R:3
Ga 0.71397 1.23766 0.61476 0.465 0.342 0.428
Cl -0.05242 7.11309 -2.74465 0.017 -0.044 -0.004
C 0.47016 5.51694 -2.31352 0.040 -0.017 -0.052
C -0.00679 4.96676 -1.12973 -0.131 0.040 0.085
C 0.36955 3.69164 -0.73669 0.092 -0.157 0.111
N -0.13172 2.97819 0.38379 -0.033 -0.096 -0.502
C -1.19609 3.46168 1.08174 -0.171 0.100 0.308
O -1.47490 4.64011 1.23584 0.053 -0.036 -0.087
C -2.17410 2.44971 1.65584 0.185 0.017 -0.176
C -3.07499 2.88498 2.61492 -0.041 0.050 0.062
C -4.04715 2.00715 3.05654 0.002 -0.051 -0.027
C -4.10154 0.73774 2.49894 0.018 0.045 0.045
C -3.15912 0.39709 1.54346 -0.012 0.020 0.066
N -2.20053 1.22573 1.13485 -0.049 -0.067 -0.007
C 1.29795 2.98831 -1.53913 0.010 -0.099 0.021
C 1.75512 3.53848 -2.72485 0.095 -0.068 -0.056
C 1.34028 4.80231 -3.11725 -0.056 0.103 -0.003
Cl 1.94301 5.44838 -4.61070 -0.037 -0.016 0.076
N 1.71864 1.75734 -1.01232 -0.003 0.089 0.278
C 2.79739 1.07929 -1.44370 0.036 -0.251 0.135
O 3.40415 1.17222 -2.50068 -0.048 0.091 -0.021
C 3.31304 0.10009 -0.39686 -0.180 0.291 -0.053
C 4.38243 -0.72780 -0.67409 0.127 -0.101 0.016
C 4.87805 -1.52464 0.34594 -0.066 0.039 0.020
C 4.28587 -1.46309 1.60041 0.010 0.032 -0.082
C 3.20335 -0.61879 1.78537 0.008 -0.098 0.010
N 2.73156 0.14759 0.80377 -0.028 -0.071 -0.103
H -0.67530 5.54155 -0.51238 -0.004 0.030 -0.018
H -2.99710 3.89925 2.97760 -0.011 -0.007 0.008
H -4.76062 2.30915 3.81196 -0.004 0.005 0.006
H -4.85456 0.02210 2.79840 -0.004 -0.013 -0.006
H -3.17224 -0.58865 1.09246 -0.009 -0.004 -0.028
H 2.44699 2.98438 -3.33810 -0.001 0.008 0.000
H 4.80322 -0.71403 -1.66904 0.000 -0.002 -0.001
H 5.71788 -2.18345 0.16751 0.005 -0.001 0.000
H 4.65043 -2.05980 2.42458 -0.002 0.000 0.010
H 2.68387 -0.54075 2.73287 0.016 0.010 -0.002
S 0.39534 0.77900 2.91896 -0.109 -0.125 -0.307
C -0.36553 -0.82811 2.88430 0.084 0.152 0.074
C -0.74821 -1.34867 4.13134 0.041 0.101 -0.008
C -1.32293 -2.59619 4.25375 -0.003 -0.060 -0.094
C -1.52103 -3.40026 3.13089 0.023 0.071 0.126
C -1.15219 -2.91031 1.89592 0.043 0.075 -0.049
C -0.60698 -1.63033 1.75870 0.107 -0.064 -0.088
As -0.14835 -0.94563 0.02899 -0.466 -0.171 -0.163
C -1.66441 -0.88169 -1.15902 -0.087 -0.170 0.062
C -2.53742 -1.95377 -1.32404 0.018 0.156 -0.061
C -3.59845 -1.84441 -2.20964 -0.024 0.031 -0.035
C -3.77971 -0.67358 -2.93609 -0.015 -0.066 0.017
C -2.90350 0.38860 -2.77942 0.020 0.051 -0.008
C -1.84590 0.28802 -1.88694 0.080 0.014 0.036
C 0.97019 -2.26464 -0.81779 0.042 0.176 0.012
C 1.15048 -2.15798 -2.19557 0.027 -0.027 0.028
C 2.02667 -3.01411 -2.84226 0.020 -0.033 0.055
C 2.71843 -3.97582 -2.11376 -0.025 0.048 -0.021
C 2.53700 -4.07612 -0.74240 0.030 -0.033 0.002
C 1.66774 -3.21454 -0.08684 0.013 -0.053 0.033
H -0.58201 -0.73937 5.01036 -0.008 -0.008 0.020
H -1.60539 -2.95372 5.23543 -0.010 -0.016 0.004
H -1.94369 -4.39105 3.22581 -0.005 -0.004 0.001
H -1.25615 -3.53449 1.01798 -0.073 -0.037 -0.033
H -2.40180 -2.86657 -0.76355 0.024 -0.097 0.034
H -4.28569 -2.67070 -2.33661 0.011 -0.013 0.011
H -4.60745 -0.59148 -3.62818 -0.008 -0.003 0.001
H -3.04819 1.29989 -3.34424 0.025 0.011 0.001
H -1.16460 1.12241 -1.74706 -0.091 0.005 -0.039
H 0.60973 -1.40463 -2.75727 0.017 -0.014 -0.029
H 2.17321 -2.92918 -3.91051 0.001 0.003 -0.009
H 3.40159 -4.64614 -2.61862 0.002 -0.008 -0.004
H 3.07708 -4.82491 -0.17705 0.002 -0.004 -0.001
H 1.53435 -3.28745 0.98657 0.001 0.002 -0.025
```
Positions in Å, forces in eV/Å.

The value obtained for the orbital gap is 7.381 eV. The total energy is -196875.5498 eV. Its HOMO energy is -0.2744 Eh.

---

[3]
DFT (ωB97M-V/def2-TZVPD) results for C36H24AsCl2IInN3O7S2 as an isolated structure.

```
77
Properties=species:S:1:pos:R:3:forces:R:3
In -1.67852 -0.24974 1.06160 -0.050 -0.028 0.199
Cl -1.54118 4.69460 1.82944 -0.007 0.004 0.009
C -0.33254 3.54495 2.28719 0.002 -0.056 -0.016
C 0.92286 4.01118 2.70967 0.022 -0.026 0.017
C 1.91860 3.13733 3.03880 0.003 0.044 -0.005
Cl 3.47377 3.74699 3.51880 -0.014 -0.005 0.003
C 1.70487 1.74236 2.96336 -0.021 -0.043 0.003
C 2.65520 0.74663 3.28987 -0.012 -0.011 -0.014
C 2.33528 -0.57521 3.15864 0.007 0.021 -0.003
C 1.07312 -0.92862 2.64981 0.032 0.002 0.023
N 0.18375 -0.02108 2.33704 -0.049 0.088 -0.057
C 0.44773 1.29995 2.51297 0.034 -0.027 0.012
C -0.61623 2.19769 2.16614 -0.002 0.047 -0.004
O -1.76163 1.73469 1.73172 -0.026 -0.020 0.008
H 1.09554 5.07726 2.75780 0.005 -0.003 0.002
H 3.63325 1.04694 3.64078 -0.003 0.001 0.003
H 3.04674 -1.35041 3.40371 -0.003 -0.001 -0.001
H 0.79060 -1.95946 2.47751 0.007 -0.006 -0.006
O -2.04053 -1.73389 2.94385 0.003 0.008 -0.044
S -3.28066 -2.27180 2.35643 0.009 0.051 -0.010
O -4.41163 -2.36292 3.22325 -0.001 -0.002 -0.003
O -3.51053 -1.45336 1.12369 -0.033 -0.009 0.003
C -2.91241 -3.93543 1.81234 -0.014 0.010 0.013
C -3.48317 -4.92934 2.59367 0.000 -0.014 0.006
C -3.23214 -6.26965 2.33739 -0.009 0.008 0.013
C -2.40116 -6.62410 1.29309 0.009 -0.008 -0.011
C -1.82967 -5.63847 0.50123 0.013 -0.007 -0.011
C -2.07767 -4.29542 0.74465 0.008 0.006 -0.008
S -1.33789 -3.19022 -0.45165 -0.045 -0.025 -0.007
O -0.27888 -3.91800 -1.09377 0.008 -0.015 -0.002
O -0.75750 -2.05073 0.33231 0.004 0.071 -0.060
O -2.41366 -2.74715 -1.31910 0.015 -0.003 0.006
H -4.13141 -4.63463 3.40600 0.000 -0.003 -0.001
H -3.68928 -7.02761 2.95917 0.000 0.000 0.001
H -2.19386 -7.66504 1.08405 0.002 0.000 -0.004
H -1.17891 -5.89980 -0.32065 -0.004 -0.008 0.003
C -0.46413 -0.13479 -5.34833 0.000 0.005 -0.016
C -0.29346 1.17954 -4.93700 0.001 0.005 0.001
C 0.03692 1.46045 -3.61792 0.001 -0.019 0.013
C 0.19544 0.42260 -2.70696 0.005 -0.020 -0.009
C 0.02904 -0.89659 -3.12185 -0.001 -0.008 -0.002
C -0.29545 -1.17320 -4.44179 0.000 0.000 0.017
As 0.46544 0.74675 -0.81266 0.010 0.062 -0.004
C 2.23652 0.09034 -0.43264 0.022 -0.036 -0.016
C 2.62741 -1.23360 -0.30141 -0.014 0.020 -0.013
C 3.93658 -1.51478 0.06762 0.009 0.006 -0.006
C 4.82523 -0.47782 0.32775 0.011 -0.010 0.010
C 4.42616 0.84589 0.21213 -0.017 0.022 -0.002
C 3.12455 1.14154 -0.18008 -0.018 -0.023 0.001
C 2.55495 2.49520 -0.35634 0.020 0.002 0.004
C 3.24237 3.69140 -0.18131 -0.020 0.010 0.006
C 2.58859 4.89796 -0.38201 0.011 -0.021 0.006
C 1.24889 4.92419 -0.75057 -0.006 0.015 -0.008
C 0.55094 3.73645 -0.91976 -0.029 -0.019 -0.012
C 1.20526 2.52888 -0.73192 0.038 -0.018 0.003
H -0.72184 -0.35099 -6.37739 -0.001 0.002 0.001
H -0.41860 1.99210 -5.64139 -0.002 -0.001 -0.002
H 0.16718 2.48914 -3.30690 0.001 0.019 0.010
H 0.14749 -1.71888 -2.42526 0.003 0.005 0.000
H -0.42175 -2.20152 -4.75519 -0.001 0.000 0.000
H 1.92153 -2.03745 -0.48039 0.011 -0.006 0.002
H 4.26280 -2.54304 0.15725 -0.002 0.001 0.006
H 5.84146 -0.70439 0.62477 -0.001 0.001 -0.002
H 5.12908 1.64140 0.42655 0.006 -0.003 -0.007
H 4.28260 3.68810 0.11843 0.003 -0.002 -0.002
H 3.12650 5.82689 -0.24294 0.001 0.002 -0.002
H 0.74359 5.87024 -0.89591 -0.001 -0.002 0.004
H -0.50077 3.76274 -1.18265 0.008 -0.004 -0.007
I -3.44175 3.66688 -3.55118 0.001 0.001 -0.006
C -3.22506 1.95457 -2.43612 -0.003 -0.047 0.011
C -3.32712 0.64654 -2.87477 -0.018 0.051 0.027
N -3.07151 -0.13582 -1.82316 0.003 0.001 -0.046
N -2.79757 0.58761 -0.73265 0.086 -0.039 0.021
C -2.88943 1.86709 -1.08326 -0.026 0.014 -0.024
H -3.54981 0.23843 -3.84556 0.006 -0.003 -0.001
H -2.97739 -1.15750 -1.76724 0.006 -0.009 0.003
H -2.71115 2.63893 -0.35077 0.006 0.003 -0.015
```
Positions in Å, forces in eV/Å.

As for the energy above the lowest of the compared OMol25 structures with the same formula, charge and spin: 0.0 kcal per mole. The value obtained for the orbital gap is 7.705 eV. The total energy is -177356.5769 eV. Its HOMO energy is -0.2978 Eh.